Arrangement w

A single C3H6N2O2 molecule. Source: OMol25; level of theory: the ωB97M-V functional and the def2-TZVPD basis.

Summary:
Net charge   0
SMILES   C/C=N\N=C(O)O

Each line ends with the Mulliken charge.
Element x y z (Å)
C 0.7308 0.5028 1.5037  -0.934
C -0.7556 0.7441 1.3304  0.093
N -1.4305 -0.0183 0.5936  -0.414
N -0.8710 -0.8568 -0.2506  -0.313
C -0.2458 -0.5569 -1.3225  0.695
O 0.2011 -1.5043 -2.1492  -0.521
O 0.0601 0.6849 -1.7948  -0.497
H 1.3199 1.4084 1.8356  0.268
H 1.1024 0.1698 0.5521  0.211
H 1.0526 -0.2193 2.1271  0.338
H -1.3006 1.2942 2.1043  0.376
H 0.0474 -2.3510 -1.6976  0.346
H 0.0892 0.7024 -2.8322  0.350

***

Arrangement x

2 unconnected molecules or ions with the total composition C3H6N2O2. Source: OMol25; level of theory: the ωB97M-V functional and the def2-TZVPD basis.

Summary:
Net charge   0

Each line ends with the Mulliken charge.
Element x y z (Å)
C -1.0201 1.0567 -1.7658  -0.502
C -1.1484 -1.5090 1.5856  0.826
C 0.4470 -0.2714 -0.3771  -0.514
N -0.2087 0.8465 -0.7931  -0.444
N 1.4269 0.3478 0.7749  -0.287
O -0.1856 -1.3693 2.2113  -0.552
O -2.1141 -1.5331 0.9716  -0.333
H -1.4921 1.9678 -1.8094  0.298
H -1.1692 0.2494 -2.5438  0.182
H 0.8758 -1.0856 -1.0378  0.316
H 1.1929 1.2561 0.6861  0.325
H 1.0266 -0.0758 1.6233  0.369
H 2.3689 0.1199 0.4743  0.315

***

Arrangement y

A single C3H6N2O2 molecule. Source: OMol25; level of theory: the ωB97M-V functional and the def2-TZVPD basis.

Summary:
Net charge   0
SMILES   [H]/N=C(/NC=O)OC

Each line ends with the Mulliken charge.
Element x y z (Å)
H 0.4818 0.0192 -1.8533  0.253
N 0.9507 -0.0558 -0.9577  -0.685
C 0.1504 -0.0838 0.0238  0.709
N 0.6105 -0.1472 1.3323  -0.100
C 1.9423 0.0139 1.6658  0.031
O 2.3367 0.0485 2.8081  -0.536
O -1.2019 -0.0533 0.0332  -0.356
C -1.8172 0.0652 -1.2387  -0.860
H -0.0654 -0.2024 2.0821  0.233
H 2.5778 0.1078 0.7731  0.366
H -2.8905 0.0689 -1.0603  0.210
H -1.5544 -0.7805 -1.8818  0.367
H -1.5209 0.9996 -1.7266  0.369

***

Arrangement z

A single C3H6N2O2 molecule. Source: OMol25; level of theory: the ωB97M-V functional and the def2-TZVPD basis.

Summary:
Net charge   0
SMILES   CNN(C=O)C=O

Each line ends with the Mulliken charge.
Element x y z (Å)
C 0.4214 0.8004 1.3551  -0.714
N 0.8130 -0.4578 0.8340  -0.405
N 0.0031 -0.5517 -0.6376  0.069
C -1.2085 -1.1170 -0.6295  0.151
O -1.6937 -1.6131 0.3427  -0.534
C 0.4915 0.3445 -1.5979  0.048
O 1.4912 0.9783 -1.5707  -0.435
H -0.6394 0.8256 1.7810  0.251
H 1.1689 1.0263 2.1135  0.296
H 0.6109 1.6221 0.6470  0.309
H 0.2395 -1.1994 1.4340  0.323
H -1.5376 -1.0499 -1.6290  0.320
H -0.1602 0.3915 -2.4425  0.320

***

Short version: arrangement y, arrangement w, arrangement z, arrangement x, most stable first.